A molecular structure, C10H22IIrO4P2 in a non-equilibrium geometry. Source: OMol25; level of theory: ωB97M-V/def2-TZVPD.

ORCA input file:
```
! wB97M-V def2-TZVPD RIJCOSX def2/J DEFGRID3
* xyz 3 6
C 0.1178 -1.0659 -2.8350
C 0.1172 0.0967 -1.9043
H 0.1934 -0.6853 -3.8634
H -0.8092 -1.6363 -2.7182
H 0.9456 -1.7538 -2.6301
O 0.1426 1.2713 -2.2577
I -0.0498 -2.7279 0.9173
Ir 0.0780 -0.3051 0.0664
P 2.4370 -0.2811 -0.0023
C 3.1405 1.2948 0.5858
C 3.2564 -1.5273 1.0511
H 4.3212 -1.5623 0.7810
H 4.3045 -0.5088 -1.5264
H 2.7904 -2.5077 0.8929
H 2.9542 -1.5673 -1.9969
H 2.7209 1.5369 1.5697
H 3.1470 -1.2425 2.1042
C 3.2137 -0.5693 -1.6279
H 4.2312 1.2139 0.6653
H 2.8776 0.1788 -2.3533
H 2.8805 2.0969 -0.1133
P -2.2819 -0.1652 0.0408
C -2.9389 1.5106 0.3120
C -3.0415 -0.6446 -1.5467
H -2.7656 -2.2220 1.2361
H -4.2308 -1.1669 1.0834
H -2.9288 -0.7591 2.2773
C -3.1457 -1.1881 1.2864
H -2.7990 -1.6901 -1.7706
H -4.1288 -0.5287 -1.4369
H -4.0107 1.4914 0.0777
H -2.4240 2.2098 -0.3591
H -2.6800 0.0091 -2.3514
H -2.7859 1.8140 1.3643
C 0.1252 1.4899 0.7097
O 0.2086 2.6321 0.8992
O -1.9819 2.2820 3.2722
C -0.8071 1.8728 3.3493
O -0.2974 0.8496 2.7621
H -0.0967 2.4547 3.9893
*
```

For the HOMO energy (spin up / spin down), the calculation gives -0.6911 / -0.7552 Eh. The calculation puts the LUMO energy (spin up / spin down) at -10.61 / -15.27 eV. As for the electronic energy: -1778.65444 Eh. As for the relative energy (zero: lowest compared OMol25 entry of this formula, charge and spin): 0.0 kcal/mol. Its HOMO-LUMO gap (spin up / spin down) is 8.20 / 5.28 eV. Its expectation value of S² is 8.773.

These are the natural (NBO) partial charges, in e, on atoms 1 to 4:
1. C -0.72
2. C 0.30
3. H 0.30
4. H 0.30